Density functional theory data (wB97M-V/def2-TZVPD) for C20H40O12S4V2 as an isolated structure at a distorted geometry.

Calculated values
HOMO (alpha / beta) (Eh): -0.2911 / -0.2940
Kohn-Sham gap (alpha / beta) (Ha): 0.2636 / 0.2551
Strongest force on any atom (eV/A): 4.6

```
! RIJCOSX wB97M-V def2-TZVPD def2/J DEFGRID3
* xyz 0 7
V 0.45 -4.48 -0.19
V 2.35 -2.10 -2.03
O 1.77 0.15 -2.07
C 0.67 0.17 -1.18
C 0.30 -0.88 -0.15
O 0.37 -2.24 -0.59
H -0.16 0.30 -1.88
H 0.73 1.10 -0.62
H -0.63 -0.59 0.34
H 1.12 -0.83 0.56
O 1.98 -4.34 -1.99
C 2.37 -5.76 -2.17
C 1.90 -6.91 -1.22
O 0.69 -6.74 -0.45
H 3.37 -5.89 -2.57
H 1.93 -6.00 -3.14
H 2.69 -6.95 -0.47
H 1.92 -7.87 -1.75
C -1.29 4.03 2.06
C -2.23 5.15 1.69
C -2.13 5.35 0.15
S -1.47 3.78 -0.59
O -0.15 4.03 -1.18
O -2.47 3.11 -1.43
C -1.26 2.93 1.01
H -1.56 3.69 3.06
H -0.32 4.53 2.10
H -1.93 6.10 2.13
H -3.26 4.89 1.94
H -1.25 5.98 0.02
H -2.99 5.63 -0.46
H -0.36 2.31 0.93
H -2.10 2.27 1.20
C 0.72 -2.26 4.08
C -0.69 -1.78 4.35
C -1.49 -2.56 3.29
S -0.76 -4.26 3.18
O -0.52 -4.48 1.73
O -1.48 -5.28 3.97
C 0.77 -3.76 4.08
H 1.32 -1.77 4.84
H 0.96 -1.87 3.09
H -0.79 -0.76 3.99
H -1.05 -1.94 5.37
H -1.33 -2.08 2.32
H -2.55 -2.73 3.46
H 1.65 -4.23 3.62
H 0.58 -4.15 5.08
C 2.81 2.64 0.84
C 3.74 2.83 2.07
C 4.95 3.76 1.62
S 4.50 4.48 -0.04
O 5.22 3.83 -1.19
O 4.44 5.98 0.02
C 2.76 3.91 -0.03
H 1.83 2.27 1.14
H 3.22 1.85 0.21
H 3.92 1.80 2.39
H 3.14 3.17 2.91
H 5.95 3.36 1.49
H 5.13 4.63 2.26
H 2.44 3.87 -1.08
H 2.12 4.65 0.45
C -4.59 -1.05 -4.50
C -3.89 -1.90 -3.44
C -2.70 -1.18 -2.87
S -2.25 0.09 -4.10
O -0.89 -0.11 -4.63
O -2.70 1.37 -3.55
C -3.51 -0.35 -5.27
H -5.24 -0.28 -4.09
H -5.27 -1.58 -5.17
H -3.46 -2.78 -3.92
H -4.63 -2.21 -2.70
H -1.87 -1.86 -2.68
H -2.85 -0.62 -1.94
H -2.98 -1.12 -5.83
H -3.74 0.53 -5.88
*
```

These are the Löwdin partial charges, in e, on atoms 1 to 6:
1 V 1.05
2 V 1.19
3 O -0.35
4 C -0.39
5 C -0.35
6 O -0.43

=====

Density functional theory data (wB97M-V/def2-TZVPD) for a 2-piece molecular cluster, C20H40O2PS overall at a distorted geometry.

Calculated values
HOMO (Eh): -0.4270
Kohn-Sham gap (Ha): 0.3097
Strongest force on any atom (eV/A): 2.0

```
! RIJCOSX wB97M-V def2-TZVPD def2/J DEFGRID3
* xyz 1 1
C -1.50 -4.32 -0.79
C -0.83 -4.66 -1.76
C -0.27 -5.43 -3.02
P 1.61 -5.29 -3.01
C 2.25 -3.91 -1.94
C 2.70 -4.40 -0.46
C 2.40 -3.23 0.57
C 3.34 -1.97 0.22
C 3.60 -1.15 1.56
C 2.32 -0.23 1.96
C 2.83 0.98 2.87
C 3.10 2.33 2.06
C 2.23 3.57 2.58
C 1.57 4.42 1.37
C 0.01 4.61 1.63
C -0.94 3.55 0.93
C -0.40 2.05 0.94
H -2.26 -3.92 -0.05
H -0.74 -4.97 -3.93
H -0.54 -6.53 -2.96
H 2.17 -6.57 -2.73
H 2.00 -4.97 -4.36
H 3.21 -3.51 -2.42
H 1.54 -3.02 -1.88
H 2.22 -5.39 -0.18
H 3.83 -4.56 -0.45
H 1.29 -2.99 0.50
H 2.68 -3.55 1.62
H 4.33 -2.33 -0.23
H 2.79 -1.30 -0.52
H 3.74 -1.88 2.42
H 4.55 -0.52 1.48
H 1.81 0.09 1.00
H 1.63 -0.88 2.59
H 3.81 0.64 3.35
H 2.06 1.16 3.67
H 3.01 2.13 0.94
H 4.19 2.62 2.22
H 1.39 3.18 3.24
H 2.93 4.24 3.17
H 2.09 5.43 1.41
H 1.81 3.94 0.37
H -0.26 5.63 1.19
H -0.17 4.71 2.75
H -1.25 3.87 -0.12
H -1.91 3.54 1.53
H -0.75 1.48 1.86
H 0.70 1.93 0.75
H -0.92 1.52 0.06
C -6.14 1.40 -2.05
C -5.56 0.56 -0.90
C -4.05 0.79 -0.89
S -3.78 2.42 -1.57
O -3.07 2.29 -2.82
O -3.33 3.31 -0.53
C -5.49 2.77 -1.93
H -7.23 1.46 -2.00
H -5.87 0.94 -3.01
H -6.00 0.90 0.04
H -5.80 -0.49 -1.01
H -3.65 0.75 0.12
H -3.53 0.07 -1.52
H -5.57 3.36 -2.84
H -5.91 3.33 -1.09
*
```

These are the Löwdin partial charges, in e, on atoms 1 to 6:
1 C 0.11
2 C -0.18
3 C -0.30
4 P 1.06
5 C -0.34
6 C -0.25